{
  "formula": "C17H15BrFeN5OS",
  "method": "ωB97M-V/def2-TZVPD",
  "species": ["Fe", "Br", "C", "C", "C", "C", "O", "C", "C", "N", "C", "C", "C", "C", "C", "C", "C", "C", "N", "C", "C", "H", "H", "H", "H", "H", "H", "H", "H", "H", "H", "N", "N", "C", "N", "S", "H", "H", "H", "H", "H"],
  "coordinates": [[-0.112, -0.200, 0.280], [2.792, -1.326, -6.351], [1.890, -1.331, -4.737], [1.471, -2.565, -4.182], [0.820, -2.592, -2.989], [0.556, -1.369, -2.290], [-0.067, -1.406, -1.195], [0.968, -0.113, -2.876], [0.594, 1.152, -2.267], [0.140, 1.282, -1.074], [-0.321, 2.541, -0.611], [-0.049, 3.780, -1.136], [-0.648, 4.925, -0.579], [-1.517, 4.825, 0.475], [-1.810, 3.563, 1.042], [-2.717, 3.358, 2.108], [-2.940, 2.092, 2.572], [-2.235, 1.021, 1.997], [-1.379, 1.176, 1.003], [-1.176, 2.432, 0.509], [1.620, -0.117, -4.089], [1.668, -3.481, -4.722], [0.467, -3.517, -2.554], [0.685, 2.032, -2.900], [0.627, 3.902, -1.973], [-0.423, 5.892, -1.005], [-1.987, 5.710, 0.885], [-3.233, 4.206, 2.540], [-3.632, 1.898, 3.377], [-2.376, 0.012, 2.366], [1.923, 0.817, -4.546], [1.932, 0.114, 0.753], [2.521, -1.160, 0.587], [1.830, -2.204, 1.126], [2.447, -3.371, 1.207], [0.243, -2.017, 1.707], [2.341, 0.780, 0.106], [2.101, 0.431, 1.709], [3.525, -1.205, 0.474], [3.418, -3.502, 0.966], [1.942, -4.165, 1.569]],
  "forces_ev_per_angstrom": [[1.15, -0.25, -2.36], [0.25, 0.01, -0.46], [-0.40, 0.51, 0.79], [0.34, 0.58, -0.52], [-0.39, 0.93, 0.79], [1.48, 0.25, -2.66], [-1.16, 0.74, 3.91], [-0.74, -0.30, 1.30], [0.44, -1.02, -0.78], [-0.49, -0.15, 0.70], [-0.23, 0.23, 0.31], [0.04, -0.15, 0.01], [-0.06, 0.03, 0.08], [-0.01, 0.04, 0.00], [0.01, 0.01, 0.01], [0.05, 0.10, -0.07], [0.03, -0.22, -0.07], [-0.16, -0.01, 0.28], [0.41, -0.42, 0.51], [0.19, 0.19, -0.45], [0.59, -0.93, -1.29], [0.03, 0.02, -0.03], [-0.01, 0.01, 0.04], [-0.02, -0.02, 0.01], [-0.02, 0.01, 0.00], [0.01, 0.00, 0.01], [-0.01, -0.01, -0.02], [0.01, 0.00, 0.01], [-0.01, -0.02, -0.02], [0.03, 0.00, 0.05], [0.02, -0.04, -0.07], [-0.91, -0.39, 0.00], [-0.31, -0.22, 0.03], [0.35, -0.12, 0.04], [-0.13, 0.25, 0.01], [-0.39, 0.28, 0.01], [0.08, -0.09, -0.16], [-0.13, 0.19, 0.01], [0.05, 0.05, 0.05], [0.03, -0.02, -0.01], [0.00, -0.05, -0.01]],
  "lowdin_charge": [0.592, 0.867, -0.682, -0.079, 0.034, -0.327, -0.105, -0.116, -0.006, 0.022, -0.176, 0.024, -0.022, 0.018, -0.124, 0.055, 0.003, -0.056, 0.016, -0.146, -0.069, 0.120, 0.132, 0.144, 0.122, 0.127, 0.135, 0.142, 0.129, 0.127, 0.121, 0.041, -0.013, -0.762, 0.168, 0.822, 0.136, 0.144, 0.174, 0.141, 0.130],
  "homo_ev": [-13.7217, -13.5877],
  "s2": 0.85,
  "total_charge": 2,
  "spin_multiplicity": 2,
  "energy_ev": -142620.6473
}